# 1
C31H53N9O6S2SiSn as an isolated structure in a non-equilibrium geometry. Source: the OMol25 dataset; level of theory: wB97M-V/def2-TZVPD.

Computed properties:
LUMO   -0.1773 eV
Net charge   0
Energy   -94081.7024 eV
2S+1   1
Kohn-Sham gap   0.262 hartree

Last column: Löwdin charge in e.
Geometry (Å):
Sn1 -0.149 1.806 -0.289  1.205
S1 -1.148 4.900 0.570  0.493
S2 0.608 -1.480 0.790  0.866
Si1 0.653 -0.886 2.830  -0.025
O1 2.211 -1.096 3.286  -0.147
O2 0.142 0.658 2.934  -0.201
O3 -1.738 -2.632 0.856  -0.099
O4 -1.143 -1.724 -1.155  -0.067
O5 -0.291 -1.807 3.770  -0.129
O6 -0.698 0.500 -1.739  -0.376
N1 -1.248 -1.621 0.306  -0.588
N2 1.552 1.902 -2.188  0.022
N3 -0.814 3.330 -1.910  -0.112
N4 -3.311 5.596 -0.897  0.028
N5 -1.962 4.087 -1.894  -0.059
N6 -3.624 0.992 0.276  0.001
N7 -1.843 -0.370 0.577  0.081
N8 -4.047 -1.251 0.140  0.207
N9 -2.786 2.047 0.041  -0.015
C1 -2.024 1.380 3.671  -0.028
C2 -0.334 -0.779 -1.887  -0.490
C3 0.882 2.324 -3.318  -0.218
C4 -0.195 -3.214 4.217  -0.595
C5 -0.256 -1.725 -6.142  -0.287
C6 1.087 -2.985 -2.819  -0.051
C7 -0.544 1.407 3.965  -0.607
C8 4.501 -1.191 4.120  -0.008
C9 -1.100 -0.719 -5.695  -0.002
C10 0.045 -3.155 5.712  -0.043
C11 0.055 2.820 3.819  -0.024
C12 2.347 1.043 -4.698  -0.015
C13 -0.302 0.904 5.418  -0.023
C14 1.216 1.877 -4.564  -0.005
C15 3.978 -1.333 1.755  -0.049
C16 -2.107 4.815 -0.833  -0.981
C17 -0.146 3.360 -3.018  -0.224
C18 1.001 -3.878 3.506  -0.042
C19 -1.300 -0.547 -4.287  -0.165
C20 3.568 0.822 2.910  -0.028
C21 -0.509 -1.232 -3.384  -0.057
C22 3.545 -0.666 3.018  -0.660
C23 -0.562 4.427 -4.057  0.005
C24 -1.458 -4.013 3.914  -0.034
C25 -3.106 -0.311 0.350  -0.424
C26 3.007 0.630 -3.527  -0.063
C27 0.478 -2.478 -5.187  0.002
C28 0.396 -2.184 -3.845  -0.251
C29 2.636 1.090 -2.295  -0.113
C30 -2.475 0.345 -3.890  -0.024
C31 -0.096 -2.001 -7.570  -0.075
H1 -2.259 1.417 -3.926  0.073
H2 -2.352 -3.586 4.245  0.061
H3 4.598 1.138 2.772  0.091
H4 1.130 2.689 3.788  0.071
H5 -2.123 1.979 2.740  0.071
H6 -0.259 3.360 2.887  0.047
H7 -3.637 -2.160 0.212  0.083
H8 0.224 -4.154 6.183  0.099
H9 1.036 -3.403 -5.417  0.126
H10 -0.844 -2.770 6.270  0.095
H11 0.401 -3.177 -1.965  0.083
H12 1.894 -3.300 3.677  0.053
H13 -0.713 -0.053 5.714  0.068
H14 -3.431 6.010 -1.845  0.093
H15 -0.778 -1.415 -8.241  0.093
H16 -0.700 5.272 -3.488  0.046
H17 3.855 -2.395 1.779  0.082
H18 4.296 -0.635 5.002  0.069
H19 -1.451 -5.016 4.428  0.106
H20 3.031 1.275 2.121  0.072
H21 -4.681 -0.963 -0.581  0.110
H22 -1.571 -4.273 2.860  0.073
H23 0.855 1.026 5.617  0.130
H24 -3.065 2.506 -0.830  0.080
H25 2.702 0.642 -5.642  0.112
H26 1.292 -3.975 -3.214  0.075
H27 3.273 1.376 3.818  0.098
H28 3.259 0.863 -1.456  0.109
H29 5.057 -1.114 1.576  0.103
H30 0.860 -1.870 -8.045  0.069
H31 2.068 -2.569 -2.346  0.119
H32 -1.519 4.111 -4.401  0.074
H33 -0.185 3.504 4.624  0.084
H34 -4.220 1.190 0.988  0.099
H35 -3.269 6.244 -0.122  0.039
H36 0.869 -2.464 5.875  0.083
H37 4.492 -2.273 4.262  0.092
H38 -3.295 0.223 -4.600  0.078
H39 -2.580 1.936 4.423  0.089
H40 0.173 4.559 -4.846  0.082
H41 -2.466 0.378 3.528  0.098
H42 3.912 0.003 -3.640  0.118
H43 5.484 -0.807 3.764  0.095
H44 -2.911 0.158 -2.939  0.055
H45 -1.694 -0.270 -6.468  0.108
H46 -2.921 2.782 0.694  0.039
H47 0.754 -3.861 2.370  0.097
H48 1.096 -4.886 3.927  0.092
H49 0.731 -0.892 -1.593  0.069
H50 -0.774 1.611 6.052  0.059
H51 3.322 -0.891 0.928  0.078
H52 -0.288 -3.073 -7.713  0.087
H53 0.731 2.209 -5.467  0.118

=====

# 2
A 2-piece molecular cluster, C11H14F3N5O2 overall in a non-equilibrium geometry. Source: the OMol25 dataset; level of theory: wB97M-V/def2-TZVPD.

Computed properties:
LUMO   -1.8986 eV
Net charge   0
SMILES string   [H]/N=C1\N=C(C(F)(F)F)N=CC1=C.CNC(=O)CNC(C)=O
Energy   -31331.4921 eV
2S+1   1
Kohn-Sham gap   0.279 hartree

Last column: Löwdin charge in e.
Geometry (Å):
F1 -3.429 -1.777 0.797  0.130
F2 -2.342 -3.224 2.065  0.128
F3 -1.303 -2.222 0.402  0.114
O1 1.836 -2.922 -3.482  0.035
O2 0.983 2.083 -1.158  0.033
N1 -1.236 0.257 1.743  0.137
N2 2.179 1.062 -2.762  0.020
N3 -1.999 -0.086 5.666  0.173
N4 -2.072 -0.957 3.609  0.184
N5 1.372 -1.461 -1.891  0.060
C1 -1.733 0.084 4.418  -0.418
C2 -0.068 -1.569 -3.892  0.009
C3 -1.833 -0.875 2.314  -0.166
C4 0.707 -0.286 -1.306  -0.077
C5 -0.788 2.362 4.706  0.161
C6 -0.906 1.280 2.485  -0.051
C7 -2.230 -2.044 1.388  -0.498
C8 -1.130 1.284 3.908  -0.207
C9 1.112 -2.036 -3.063  -0.580
C10 1.293 1.059 -1.756  -0.495
C11 2.832 2.259 -3.288  -0.052
H1 -0.962 2.344 5.780  0.078
H2 -0.985 -1.711 -3.323  0.083
H3 2.135 -1.872 -1.375  0.153
H4 3.709 1.982 -3.874  0.085
H5 2.413 0.172 -3.177  0.123
H6 0.054 -0.520 -4.155  0.078
H7 -0.356 -0.294 -1.549  0.121
H8 -0.115 -2.169 -4.800  0.088
H9 0.795 -0.340 -0.221  0.114
H10 -0.448 2.144 2.010  0.129
H11 -2.429 -0.984 5.869  0.061
H12 3.143 2.907 -2.466  0.086
H13 -0.334 3.262 4.299  0.076
H14 2.135 2.809 -3.922  0.086

=====

# 3
An isolated ion of composition C27H41NO6PS and charge +1 in a non-equilibrium geometry. Source: the OMol25 dataset; level of theory: wB97M-V/def2-TZVPD.

Computed properties:
LUMO   -3.9612 eV
Net charge   +1
SMILES string   CCOP(=O)(CCc1c[n+]([C@@H](C)CC)c(CSCC)c(O)c1C(=O)OCCc1ccccc1)OCC
Energy   -62559.6106 eV
2S+1   1
Kohn-Sham gap   0.283 hartree

Last column: Löwdin charge in e.
Geometry (Å):
S1 -5.652 -0.493 -0.034  0.944
P1 1.821 0.962 3.138  0.464
O1 2.930 0.149 2.343  -0.237
O2 1.164 0.198 4.203  -0.252
O3 -3.387 1.288 -2.132  0.076
O4 0.371 2.437 -2.162  0.030
O5 -1.508 3.375 -1.507  0.220
O6 2.487 2.292 3.716  -0.184
N1 -2.191 -1.290 0.080  0.053
C1 -0.502 0.414 -0.067  -0.113
C2 -2.995 -0.612 -0.762  -0.138
C3 0.663 1.301 -3.008  -0.141
C4 3.026 0.565 -2.599  -0.235
C5 2.851 -0.814 -2.457  -0.054
C6 -0.832 2.413 -1.575  -0.452
C7 -6.831 1.941 0.170  -0.159
C8 0.588 1.457 1.903  -0.148
C9 3.642 2.877 3.064  -0.229
C10 0.826 0.870 0.474  -0.131
C11 -6.373 0.928 -0.885  -0.518
C12 -2.552 0.608 -1.297  -0.162
C13 -3.793 -2.638 1.498  -0.039
C14 2.109 1.373 -3.484  -0.095
C15 4.942 0.397 -1.111  -0.071
C16 3.852 -0.624 3.164  -0.234
C17 4.739 -0.971 -0.951  -0.085
C18 -2.463 -3.759 -0.380  -0.181
C19 3.685 -1.575 -1.637  -0.077
C20 -0.989 -0.784 0.412  0.048
C21 -4.347 -1.118 -1.150  -0.360
C22 4.090 1.156 -1.919  -0.036
C23 3.848 -2.071 2.687  -0.052
C24 3.378 3.314 1.637  -0.065
C25 -1.303 1.115 -0.972  0.026
C26 -2.518 -2.625 0.659  -0.294
C27 -1.283 -3.603 -1.330  -0.077
H1 4.865 -2.442 2.643  0.078
H2 -4.652 -2.904 0.891  0.061
H3 -4.564 -0.761 -2.147  0.095
H4 -2.279 -4.650 0.214  0.128
H5 -6.952 2.926 -0.260  0.077
H6 5.769 0.864 -0.599  0.105
H7 -0.362 1.094 2.275  0.094
H8 3.608 -0.542 4.216  0.115
H9 -0.363 -3.449 -0.764  0.079
H10 -0.393 -1.367 1.094  0.159
H11 2.054 -1.335 -2.973  0.112
H12 2.137 0.914 -4.470  0.129
H13 -5.687 1.391 -1.583  0.059
H14 -0.008 1.359 -3.863  0.136
H15 5.401 -1.526 -0.307  0.102
H16 3.545 -2.640 -1.534  0.102
H17 3.233 -2.691 3.329  0.078
H18 3.440 2.483 0.940  0.054
H19 3.870 3.762 3.644  0.122
H20 1.494 0.014 0.502  0.108
H21 -1.118 -4.496 -1.919  0.083
H22 0.546 2.539 1.841  0.092
H23 2.432 2.406 -3.542  0.127
H24 -3.681 -3.378 2.281  0.099
H25 2.367 3.706 1.564  0.075
H26 -4.000 -1.662 1.924  0.075
H27 1.291 1.617 -0.151  0.106
H28 4.837 -0.199 2.992  0.112
H29 4.280 2.218 -1.997  0.114
H30 4.073 4.082 1.316  0.086
H31 -7.245 0.628 -1.458  0.073
H32 0.533 0.356 -2.492  0.107
H33 -4.418 -2.195 -1.158  0.060
H34 4.461 2.168 3.118  0.105
H35 -3.408 -3.867 -0.899  0.104
H36 -7.765 1.628 0.628  0.072
H37 -1.377 -2.748 -1.995  0.071
H38 -1.707 -2.838 1.344  0.139
H39 -3.070 1.215 -3.041  0.146
H40 3.417 -2.102 1.691  0.061
H41 -6.102 1.965 0.975  0.057

=====

# 4
A 2-piece molecular cluster, C3H4ClN3O overall in a non-equilibrium geometry. Source: the OMol25 dataset; level of theory: wB97M-V/def2-TZVPD.

Computed properties:
LUMO (spin up / spin down)   0.3409 / -3.6231 eV
Net charge   0
Energy   -22207.9741 eV
2S+1   3
Kohn-Sham gap (spin up / spin down)   0.227 / 0.238 hartree

Last column: Löwdin charge in e.
Geometry (Å):
Cl1 -2.071 2.277 0.755  0.610
O1 0.580 -2.235 1.571  0.045
N1 -3.093 -1.327 -0.998  0.196
N2 -1.310 -1.456 0.487  0.142
N3 -2.174 -1.450 -0.372  -0.192
C1 -0.275 0.913 -0.724  -0.097
C2 -0.049 -2.289 0.570  -0.340
C3 -0.751 1.192 0.464  -0.666
H1 -0.682 1.442 -1.525  0.032
H2 -0.486 0.552 1.314  0.055
H3 0.130 -2.928 -0.336  0.121
H4 0.698 0.423 -0.991  0.092

=====

# 5
C37H38AsIrN6O4SSe as an isolated structure. Source: the OMol25 dataset; level of theory: wB97M-V/def2-TZVPD.

Computed properties:
LUMO   -6.2557 eV
Net charge   +2
Energy   -195961.7832 eV
2S+1   1
Kohn-Sham gap   0.232 hartree

Last column: Löwdin charge in e.
Geometry (Å):
Ir1 0.895 -0.810 -0.313  0.911
Se1 2.458 -3.693 -1.442  1.173
As1 0.281 1.467 -0.915  1.262
S1 1.340 -1.015 -2.592  0.622
O1 -1.606 -0.222 -2.184  0.016
O2 -6.235 0.097 -3.538  0.093
O3 -7.825 -0.570 -2.244  0.101
O4 -1.104 -1.159 -0.224  -0.267
N1 2.155 -5.310 -0.851  -0.192
N2 1.139 -2.978 -0.422  -0.386
N3 2.134 1.636 2.231  0.227
N4 3.015 -0.584 -0.112  -0.088
N5 0.662 -1.140 1.885  -0.016
N6 -6.659 -0.372 -2.503  -0.348
C1 -1.945 -0.786 -1.163  -0.578
C2 2.271 -0.365 3.672  -0.083
C3 -3.119 2.151 1.394  -0.064
C4 -0.648 -3.912 1.018  -0.038
C5 0.609 2.884 -4.827  -0.056
C6 0.354 2.824 -3.470  -0.091
C7 -0.483 -6.329 1.398  -0.037
C8 -4.323 -0.657 -1.797  0.073
C9 -5.162 -1.643 0.671  -0.039
C10 3.747 -0.986 1.143  -0.295
C11 -4.025 2.688 0.490  -0.049
C12 0.918 3.912 0.603  -0.105
C13 1.792 4.875 1.103  -0.061
C14 3.004 -2.041 1.961  -0.102
C15 2.699 3.008 -0.744  -0.124
C16 1.376 2.956 -0.299  -0.380
C17 -5.660 -0.794 -1.494  -0.116
C18 -1.479 2.001 -0.363  -0.374
C19 -3.661 2.875 -0.837  -0.039
C20 0.566 1.629 -2.786  -0.409
C21 1.316 0.573 -4.799  -0.089
C22 -6.105 -1.286 -0.281  0.023
C23 -2.388 2.530 -1.270  -0.069
C24 -3.810 -1.505 0.396  -0.015
C25 -3.386 -1.018 -0.837  -0.108
C26 4.137 0.205 2.025  -0.073
C27 1.057 0.505 -3.431  -0.634
C28 -1.110 -5.053 1.590  -0.022
C29 0.520 -3.983 0.194  -0.326
C30 1.087 1.753 -5.485  -0.046
C31 1.820 -1.508 2.765  -0.301
C32 -1.847 1.804 0.964  -0.134
C33 3.124 4.882 0.708  -0.059
C34 1.120 -5.283 -0.040  -0.354
C35 0.592 -6.456 0.592  0.012
C36 3.067 0.730 2.978  -0.251
C37 3.575 3.958 -0.233  -0.062
H1 3.802 5.630 1.097  0.119
H2 1.645 1.127 1.474  0.072
H3 -3.078 -1.760 1.150  0.101
H4 -1.149 1.355 1.667  0.081
H5 2.921 -0.797 4.435  0.147
H6 1.285 1.794 -6.547  0.119
H7 -0.007 3.701 -2.944  0.114
H8 1.424 0.062 4.219  0.135
H9 0.046 -0.487 2.365  0.092
H10 3.034 2.333 -1.527  0.112
H11 3.377 -1.136 -0.891  0.023
H12 1.689 -0.298 -5.322  0.114
H13 4.688 -1.427 0.812  0.155
H14 -0.120 3.914 0.914  0.104
H15 -3.408 1.994 2.425  0.113
H16 0.439 3.801 -5.373  0.115
H17 -4.373 3.280 -1.543  0.122
H18 -5.488 -2.022 1.630  0.114
H19 2.636 2.413 1.782  0.121
H20 4.536 1.026 1.419  0.131
H21 -4.009 -0.265 -2.754  0.137
H22 1.428 2.052 2.841  0.173
H23 4.969 -0.124 2.650  0.146
H24 3.540 1.367 3.725  0.165
H25 -0.907 -7.197 1.884  0.121
H26 -5.021 2.952 0.818  0.118
H27 1.478 -2.309 3.423  0.157
H28 3.296 0.361 -0.367  0.070
H29 -2.123 2.638 -2.313  0.110
H30 2.698 -2.871 1.331  0.083
H31 -1.211 -2.992 1.077  0.072
H32 4.597 4.001 -0.588  0.119
H33 -7.166 -1.376 -0.098  0.128
H34 1.067 -7.407 0.393  0.131
H35 1.429 5.626 1.792  0.119
H36 3.718 -2.456 2.677  0.146
H37 0.084 -1.974 1.797  0.045
H38 -2.013 -5.012 2.185  0.122

=====

# 6
C29H24MnN9OS as an isolated structure in a non-equilibrium geometry. Source: the OMol25 dataset; level of theory: wB97M-V/def2-TZVPD.

Computed properties:
LUMO (spin up / spin down)   -3.1560 / -3.1438 eV
Net charge   +1
Energy   -88072.9584 eV
2S+1   2
Kohn-Sham gap (spin up / spin down)   0.260 / 0.247 hartree

Last column: Löwdin charge in e.
Geometry (Å):
Mn1 0.041 -0.575 0.446  0.621
S1 -0.009 -0.948 -4.540  1.044
O1 0.250 -4.608 0.196  0.033
N1 0.899 1.427 -0.644  0.090
N2 -0.430 -0.610 -2.055  -0.053
N3 -0.878 1.084 1.095  -0.079
N4 2.124 -0.469 1.194  0.047
N5 -0.375 -1.005 2.472  0.050
N6 1.853 2.594 -2.428  0.141
N7 -1.049 2.239 0.344  0.109
N8 0.788 -2.375 -0.007  -0.066
N9 -1.748 -1.673 0.202  0.039
C1 4.284 -1.307 0.644  -0.012
C2 -0.167 3.464 -1.505  -0.089
C3 -0.156 5.518 -3.379  -0.053
C4 0.348 -1.229 -2.894  -0.472
C5 -3.820 -3.502 0.045  -0.033
C6 -0.634 -2.426 4.364  -0.021
C7 -1.369 0.134 -2.721  -0.238
C8 -0.129 2.350 -0.559  -0.288
C9 4.068 0.785 1.781  -0.051
C10 -1.291 0.082 -4.076  -0.381
C11 0.862 4.589 -3.393  -0.006
C12 -0.082 -2.125 3.129  -0.073
C13 4.874 -0.190 1.204  -0.050
C14 -3.016 -1.266 0.226  -0.112
C15 -0.036 -3.416 0.096  -0.524
C16 -1.236 -0.135 3.033  -0.242
C17 -1.469 1.064 2.233  -0.050
C18 -4.083 -2.144 0.145  -0.040
C19 2.193 -2.657 0.165  -0.158
C20 -2.502 -3.929 0.025  0.022
C21 -1.829 -0.360 4.267  0.002
C22 -1.492 -2.987 0.098  -0.162
C23 2.700 0.606 1.740  -0.123
C24 1.816 1.592 -1.538  -0.129
C25 -1.522 -1.533 4.940  -0.036
C26 -1.185 5.434 -2.437  -0.056
C27 2.898 -1.429 0.673  -0.240
C28 -1.191 4.417 -1.508  -0.005
C29 0.849 3.562 -2.451  -0.173
H1 2.679 -3.005 -0.756  0.128
H2 -2.093 0.703 -2.155  0.109
H3 2.628 0.874 -1.588  0.146
H4 -2.068 1.897 2.584  0.135
H5 1.136 -1.895 -2.573  0.075
H6 -4.631 -4.216 -0.013  0.116
H7 2.616 2.646 -3.083  0.162
H8 1.661 4.650 -4.120  0.119
H9 -0.156 6.320 -4.104  0.115
H10 4.882 -2.091 0.199  0.122
H11 0.610 -2.799 2.640  0.119
H12 4.489 1.666 2.245  0.109
H13 -3.178 -0.197 0.311  0.108
H14 -1.976 6.171 -2.438  0.112
H15 -1.971 -1.744 5.901  0.117
H16 -1.975 4.335 -0.770  0.115
H17 2.024 1.347 2.150  0.114
H18 -1.923 0.572 -4.798  0.073
H19 -2.220 -4.971 -0.042  0.125
H20 2.343 -3.475 0.885  0.132
H21 -2.515 0.365 4.682  0.121
H22 5.950 -0.079 1.198  0.115
H23 -0.366 -3.350 4.857  0.116
H24 -5.095 -1.765 0.163  0.110

=====

# 7
C6H14O as an isolated structure. Source: the OMol25 dataset; level of theory: wB97M-V/def2-TZVPD.

Computed properties:
LUMO (spin up / spin down)   0.7687 / 0.8089 eV
Net charge   0
Energy   -8492.5015 eV
2S+1   1
Kohn-Sham gap (spin up / spin down)   0.293 / 0.300 hartree

Last column: Löwdin charge in e.
Geometry (Å):
O1 1.167 -1.103 -0.481  -0.140
C1 2.410 -1.480 -0.689  -0.094
C2 -1.269 -0.575 1.457  -0.051
C3 0.784 -0.038 0.150  -0.182
C4 -1.420 -0.162 -1.016  -0.049
C5 -0.691 0.228 0.275  -0.594
C6 -0.873 1.728 0.543  -0.061
H1 -1.139 -1.651 1.295  0.086
H2 3.167 -1.141 0.012  0.069
H3 -0.509 2.323 -0.301  0.085
H4 -2.491 0.050 -0.924  0.087
H5 -0.769 -0.310 2.397  0.085
H6 -0.325 2.039 1.441  0.084
H7 2.539 0.396 -1.586  0.061
H8 2.023 0.931 -1.358  0.074
H9 -1.026 0.400 -1.870  0.090
H10 1.503 0.424 0.828  0.132
H11 -1.933 1.961 0.701  0.086
H12 2.495 -2.416 -1.221  0.063
H13 -2.341 -0.375 1.576  0.084
H14 -1.302 -1.230 -1.230  0.084